10
Properties=species:S:1:pos:R:3:forces:R:3:nbo_charge:R:1 method="wB97M-V/def2-TZVPD" lumo_ev="-18.539 / -18.098" e_tot_ha=-1050.76468 multiplicity=8 relative_energy_kj_mol=570.87 charge=+3
Eu -0.4284 -1.9612 -0.1495 -0.5 -1.8 1.3 2.0437
O -0.6937 2.0266 -1.2969 0.8 -1.3 -1.2 -0.3766
O -0.3323 -1.8427 2.3132 -0.8 -1.2 -2.4 -0.7716
O 0.2118 -0.8481 4.3157 -0.9 -1.5 -0.8 -0.2898
C -0.1236 -1.4461 3.3957 1.7 2.8 2.7 1.1030
C 0.6086 0.0234 -1.3623 0.1 -1.4 -0.6 -0.1920
C 0.0909 1.1993 -1.8957 -1.4 3.4 -0.4 0.3430
H -1.1857 1.6308 -0.5575 0.2 0.6 1.0 0.5421
H 0.2903 1.4863 -2.9361 0.1 -0.1 -0.3 0.3127
H 1.5621 -0.2682 -1.8266 0.8 0.5 0.7 0.2854